# 1
The following is a quantum chemistry calculation of the molecule C3H4OS at a distorted geometry, from the OMol25 dataset.

Output
Total charge: 0
Energy above the lowest of the compared OMol25 structures with the same formula, charge and spin, eV: 5.0136
M, g mol⁻¹: 88.131
E, eV: -16053.09619
HOMO-LUMO gap (spin up / spin down), eV: 8.81 / 7.74

CARTESIAN COORDINATES (ANGSTROEM)
1 C -1.5481 1.0033 0.0173
2 C -0.0708 0.7550 0.0393
3 C -0.1403 -0.7022 -0.0601
4 O -3.0478 -1.1643 0.0295
5 S -3.0063 0.3471 -0.0328
6 H 0.3654 1.1774 -0.8711
7 H 0.4770 1.0947 1.0584
8 H 0.0369 -1.1170 0.9332
9 H -0.5909 -1.2047 -0.8073

Charges computed using Löwdin, reported in e:
1 C -0.351
2 C -0.355
3 C 0.073
4 O -0.611
5 S 0.859
6 H 0.104
7 H 0.165
8 H 0.087
9 H 0.029



# 2
The following is a quantum chemistry calculation of a structure of composition C11H29Cl5CsFMgN2O9PS at a distorted geometry, from the OMol25 dataset.

Output
Total charge: +1
M, g mol⁻¹: 749.872
E, eV: -124718.06828
HOMO-LUMO gap, eV: 1.53

CARTESIAN COORDINATES (ANGSTROEM)
1 N 1.4945 -1.9790 3.2385
2 C 1.1097 -3.3616 2.9742
3 C 2.1313 -4.1178 2.0487
4 O 2.2996 -5.3427 2.2519
5 O 2.6254 -3.4486 1.1939
6 P -0.5237 -3.5674 2.1487
7 O -0.4598 -4.5354 1.0839
8 O -1.7365 -4.1173 3.1325
9 O -1.0442 -2.1379 1.4885
10 H 1.4658 -1.7595 4.2175
11 H 0.9596 -1.3055 2.7197
12 H 1.0627 -3.8725 3.9375
13 H -1.6330 -3.8500 4.0577
14 H -0.4301 -1.9773 0.7456
15 Cs 0.1029 -0.8569 -0.8912
16 O -1.7881 3.5317 -0.0405
17 H -1.4188 4.3874 0.2137
18 H -2.7270 3.6184 0.1474
19 F 0.0101 -6.5610 -0.1780
20 O -4.7753 -2.0109 -1.3893
21 C -5.1273 -3.0847 -1.7855
22 O -6.1754 -3.2503 -2.6107
23 C -6.4235 -4.6544 -2.8293
24 C -5.1044 -5.3443 -2.5154
25 C -4.5270 -4.4374 -1.4331
26 H -7.2287 -4.9695 -2.1627
27 H -6.7398 -4.8072 -3.8571
28 H -5.2231 -6.3818 -2.2116
29 H -4.4561 -5.3247 -3.3912
30 H -4.8720 -4.7231 -0.4330
31 H -3.4401 -4.4020 -1.4642
32 Cl 0.8379 0.8707 -5.5458
33 C 1.1127 2.5329 -6.1664
34 C 1.6380 3.4163 -5.0688
35 Cl 0.3972 3.6502 -3.8164
36 H 0.1720 2.8989 -6.5722
37 H 1.8350 2.4718 -6.9790
38 H 1.9150 4.3950 -5.4568
39 H 2.5125 2.9770 -4.5961
40 Mg -3.3309 -4.8936 1.9551
41 C 2.3069 6.9732 1.2972
42 S 0.7524 6.0953 1.4836
43 O -0.2970 6.8822 0.7850
44 C 0.5780 6.4065 3.2458
45 H 2.5909 6.9414 0.2495
46 H 2.1855 8.0096 1.6112
47 H 3.0748 6.4834 1.8954
48 H 0.5686 7.4805 3.4297
49 H 1.4039 5.9372 3.7802
50 H -0.3630 5.9713 3.5757
51 Cl 1.8389 -1.5479 -5.5668
52 N 2.9862 -5.7751 5.2845
53 H 3.7601 -6.3866 5.5472
54 H 2.8565 -5.7933 4.2436
55 H 2.1315 -6.0960 5.7357
56 H 3.1937 -4.8214 5.5764
57 C 5.1412 8.0154 -1.7650
58 Cl 5.1700 8.2472 -0.0113
59 Cl 5.7272 6.4123 -2.2218
60 H 4.1210 8.1251 -2.1130
61 H 5.7756 8.7635 -2.2239

Charges computed using Löwdin, reported in e:
1 N 0.037
2 C -0.322
3 C -0.776
4 O -0.032
5 O 0.059
6 P 0.524
7 O -0.264
8 O -0.303
9 O -0.271
10 H 0.070
11 H 0.052
12 H 0.094
13 H 0.100
14 H -0.220
15 Cs 1.167
16 O -0.070
17 H 0.007
18 H 0.037
19 F -0.496
20 O 0.111
21 C -0.494
22 O 0.045
23 C -0.137
24 C -0.139
25 C -0.105
26 H 0.129
27 H 0.130
28 H 0.122
29 H 0.128
30 H 0.052
31 H 0.123
32 Cl 0.436
33 C -0.615
34 C -0.666
35 Cl 0.537
36 H 0.071
37 H 0.082
38 H 0.075
39 H 0.068
40 Mg 1.041
41 C -0.304
42 S 0.790
43 O -0.543
44 C -0.268
45 H 0.022
46 H 0.062
47 H 0.054
48 H 0.061
49 H 0.053
50 H 0.048
51 Cl -0.316
52 N 0.314
53 H 0.156
54 H 0.117
55 H 0.149
56 H 0.148
57 C -1.015
58 Cl 0.526
59 Cl 0.503
60 H 0.025
61 H 0.026



# 3
The following is a quantum chemistry calculation of the molecule C26H29NO5S2, from the OMol25 dataset.

Output
Total charge: 0
Energy above the lowest of the compared OMol25 structures with the same formula, charge and spin, eV: 0.1167
SMILES string: CSCC[C@@H](NS(=O)(=O)c1ccc2ccccc2c1)C(=O)OCC(=O)c1ccc(C(C)C)cc1
M, g mol⁻¹: 499.654
E, eV: -60831.51688
HOMO-LUMO gap, eV: 8.48

CARTESIAN COORDINATES (ANGSTROEM)
1 C 2.6637 1.8120 3.1850
2 H 2.3245 2.7611 3.5895
3 H 2.1095 0.9822 3.6141
4 H 3.7225 1.6805 3.3816
5 S 2.4694 1.8235 1.3789
6 C 0.7315 2.3573 1.2304
7 C -0.2563 1.4009 1.8801
8 H -0.0961 1.3557 2.9590
9 H -1.2700 1.7663 1.7020
10 C -0.1104 -0.0207 1.3220
11 N -0.5416 -1.0147 2.2816
12 S 0.0995 -2.5185 1.8543
13 O -0.5091 -3.4995 2.6993
14 O 0.0397 -2.7005 0.4298
15 C 1.7878 -2.2124 2.3491
16 C 2.0453 -2.0531 3.6780
17 C 3.3384 -1.6816 4.1029
18 C 3.6553 -1.4894 5.4644
19 C 4.9111 -1.1015 5.8388
20 C 5.9059 -0.8889 4.8706
21 C 5.6310 -1.0702 3.5439
22 C 4.3458 -1.4706 3.1212
23 C 4.0346 -1.6594 1.7569
24 C 2.7743 -2.0258 1.3740
25 H 2.5043 -2.1706 0.3399
26 H 4.8063 -1.4960 1.0199
27 H 6.3940 -0.9077 2.7967
28 H 6.8923 -0.5816 5.1854
29 H 5.1486 -0.9555 6.8821
30 H 2.8845 -1.6552 6.2026
31 H 1.2510 -2.2072 4.3917
32 H -1.5532 -1.0659 2.3285
33 C -0.9057 -0.1654 0.0347
34 O -2.0827 -0.4154 0.0114
35 O -0.1496 0.0375 -1.0390
36 C -0.8543 0.0769 -2.2678
37 H -0.0984 0.0505 -3.0545
38 C -1.6688 1.3722 -2.3387
39 O -1.5521 2.2068 -1.4701
40 C -2.5784 1.5268 -3.4868
41 C -3.4358 2.6285 -3.4956
42 C -4.3204 2.8247 -4.5354
43 C -4.3761 1.9338 -5.6019
44 C -3.5141 0.8399 -5.5946
45 C -2.6290 0.6320 -4.5569
46 H -1.9750 -0.2253 -4.5869
47 H -3.5359 0.1358 -6.4126
48 C -5.3482 2.1519 -6.7324
49 C -6.3382 0.9883 -6.8257
50 H -5.8261 0.0614 -7.0708
51 H -7.0763 1.1872 -7.5992
52 H -6.8561 0.8545 -5.8787
53 C -4.6062 2.3426 -8.0573
54 H -4.0579 1.4441 -8.3285
55 H -5.3138 2.5652 -8.8525
56 H -3.9001 3.1666 -7.9816
57 H -5.9147 3.0661 -6.5241
58 H -4.9798 3.6807 -4.5214
59 H -3.3927 3.3182 -2.6661
60 H -1.5214 -0.7886 -2.3399
61 H 0.9450 -0.2117 1.1062
62 H 0.5488 2.4245 0.1587
63 H 0.6520 3.3525 1.6690

Charges computed using Löwdin, reported in e:
1 C -0.382
2 H 0.038
3 H 0.022
4 H 0.026
5 S 0.821
6 C -0.464
7 C -0.177
8 H 0.110
9 H 0.129
10 C -0.319
11 N -0.064
12 S 0.681
13 O -0.279
14 O -0.268
15 C -0.272
16 C 0.000
17 C -0.163
18 C -0.027
19 C -0.076
20 C -0.076
21 C -0.033
22 C -0.168
23 C -0.015
24 C -0.058
25 H 0.118
26 H 0.119
27 H 0.114
28 H 0.104
29 H 0.104
30 H 0.115
31 H 0.127
32 H 0.121
33 C -0.490
34 O 0.139
35 O 0.030
36 C -0.076
37 H 0.148
38 C -0.309
39 O 0.116
40 C -0.147
41 C 0.004
42 C -0.011
43 C -0.204
44 C -0.021
45 C -0.009
46 H 0.111
47 H 0.113
48 C -0.390
49 C -0.062
50 H 0.075
51 H 0.078
52 H 0.084
53 C -0.063
54 H 0.075
55 H 0.078
56 H 0.083
57 H 0.131
58 H 0.114
59 H 0.120
60 H 0.144
61 H 0.089
62 H 0.063
63 H 0.079



# 4
The following is a quantum chemistry calculation of a cluster of 2 separate species, C5H13NO in total at a distorted geometry, from the OMol25 dataset.

Output
Total charge: 0
Energy above the lowest of the compared OMol25 structures with the same formula, charge and spin, eV: 2.2430
SMILES string: C=C(C)CCN.O
M, g mol⁻¹: 103.165
E, eV: -8931.76783
HOMO-LUMO gap, eV: 9.15

CARTESIAN COORDINATES (ANGSTROEM)
1 C -1.1632 -0.0698 -1.1240
2 C -0.7997 0.4211 0.2824
3 C -0.2462 -0.3503 1.4509
4 C 0.9547 0.0112 1.9689
5 C -1.0285 -1.5108 2.0868
6 N -0.0932 -0.8030 -1.6761
7 H -2.0910 -0.6058 -1.1935
8 H -1.3693 0.7757 -1.8173
9 H 0.0159 1.1257 0.0849
10 H -1.6602 0.9376 0.7257
11 H 1.4805 -0.6309 2.7004
12 H 1.7607 0.7426 1.6188
13 H -1.9317 -1.1074 2.5312
14 H -0.3738 -2.0551 2.8468
15 H -1.3152 -2.1371 1.3211
16 H 0.3694 -0.3514 -2.4462
17 H 0.3968 -1.3722 -0.9623
18 H 2.2661 2.5927 -2.7039
19 H 1.4113 2.1646 -1.4619
20 O 1.9238 1.8167 -2.1877

Charges computed using Löwdin, reported in e:
1 C -0.318
2 C -0.180
3 C -0.367
4 C 0.018
5 C -0.049
6 N -0.009
7 H 0.085
8 H 0.122
9 H 0.085
10 H 0.117
11 H 0.053
12 H 0.080
13 H 0.075
14 H 0.102
15 H 0.038
16 H 0.056
17 H 0.092
18 H 0.065
19 H 0.009
20 O -0.073



# 5
The following is a quantum chemistry calculation of the molecule C4H11NS at a distorted geometry, from the OMol25 dataset.

Output
Total charge: 0
Energy above the lowest of the compared OMol25 structures with the same formula, charge and spin, eV: 1.8080
SMILES string: CCNCCS
M, g mol⁻¹: 105.206
E, eV: -16649.98533
HOMO-LUMO gap, eV: 10.08

CARTESIAN COORDINATES (ANGSTROEM)
1 C 0.8916 0.0871 1.5307
2 N -0.1628 0.0119 0.3820
3 C 0.3380 -0.3924 -0.9268
4 C -0.9349 -0.4470 -1.8164
5 S -1.0965 -1.7500 -3.3283
6 C 0.3343 1.1216 2.4363
7 H 1.8548 0.4704 1.0330
8 H 1.2494 -0.8182 2.1068
9 H -0.8817 -0.6657 0.7605
10 H 1.0949 0.2427 -1.3120
11 H 0.8268 -1.4140 -0.8160
12 H -1.2840 0.5218 -2.3180
13 H -1.7993 -0.7130 -1.2350
14 H -0.9280 -0.7586 -4.2384
15 H 1.1536 1.5948 3.0602
16 H -0.5761 0.9963 3.0166
17 H -0.0801 1.9123 1.6650

Charges computed using Löwdin, reported in e:
1 C -0.291
2 N -0.120
3 C -0.304
4 C -0.438
5 S 0.572
6 C -0.164
7 H 0.123
8 H 0.112
9 H 0.126
10 H 0.092
11 H 0.121
12 H 0.083
13 H 0.025
14 H -0.183
15 H 0.083
16 H 0.057
17 H 0.104



# 6
The following is a quantum chemistry calculation of the molecule C4H4N2O at a distorted geometry, from the OMol25 dataset.

Output
Total charge: 0
Energy above the lowest of the compared OMol25 structures with the same formula, charge and spin, eV: 0.9725
SMILES string: O=Cc1cnc[nH]1
M, g mol⁻¹: 96.089
E, eV: -9239.51533
HOMO-LUMO gap, eV: 9.90

CARTESIAN COORDINATES (ANGSTROEM)
1 O -2.1673 -1.1271 -0.6129
2 C -1.8791 -0.1944 0.1040
3 C -0.4416 0.1683 0.3172
4 C 0.2591 1.2872 -0.1157
5 N 1.5158 0.9540 -0.5098
6 C 1.6551 -0.3174 -0.2372
7 N 0.5409 -0.8730 0.2587
8 H -2.7015 0.3901 0.5658
9 H 0.0316 2.3474 -0.1509
10 H 2.5788 -0.8645 -0.3553
11 H 0.6248 -1.7681 0.7363

Charges computed using Löwdin, reported in e:
1 O 0.044
2 C -0.217
3 C -0.178
4 C -0.107
5 N 0.051
6 C -0.206
7 N 0.095
8 H 0.121
9 H 0.111
10 H 0.123
11 H 0.163